1.
# C6H10OS

C6H10OS as an isolated structure in a non-equilibrium geometry (the ωB97M-V functional and the def2-TZVPD basis, the OMol25 dataset).

Structure (XYZ):
```
18
C6H10OS, DFT the ωB97M-V functional and the def2-TZVPD basis
S 1.431 0.585 -1.423
O -1.308 -1.948 -1.741
C -0.862 -1.115 -0.660
C 0.193 -1.636 0.200
C 0.308 2.180 0.602
C -0.352 0.297 -1.000
C 0.573 -0.437 1.259
C 0.432 0.703 0.279
H -0.478 -2.494 0.768
H 0.811 2.401 1.762
H -0.544 -1.394 -2.562
H 0.957 3.009 -0.265
H -1.069 2.304 0.653
H -0.087 -0.307 2.036
H 1.612 -0.407 1.558
H -1.780 -0.808 0.013
H -0.811 1.343 -1.142
H 0.975 -2.278 -0.336
```

Summary:
- energy (eV) = -19260.8567

***

2.
# C6H10OS

One molecule with the formula C6H10OS in a non-equilibrium geometry (the ωB97M-V functional and the def2-TZVPD basis, the OMol25 dataset).

Structure (XYZ):
```
18
C6H10OS, DFT the ωB97M-V functional and the def2-TZVPD basis
S 0.489 0.676 -2.454
O 0.809 -1.414 -0.052
C -0.737 0.869 0.296
C -0.506 -1.090 -0.435
C 0.699 1.133 0.656
C 1.512 -0.293 0.706
C -1.260 -0.462 0.676
C -0.686 0.233 -1.186
H -1.050 -1.041 1.706
H 1.184 1.865 -0.007
H -1.502 1.718 0.373
H 1.450 -0.816 1.725
H 2.565 -0.142 0.257
H 0.709 1.416 1.810
H 1.262 -0.394 -2.133
H -1.653 0.157 -1.615
H -0.941 -1.990 -0.782
H -2.344 -0.425 0.459
```

Summary:
- energy (eV) = -19264.3726

***

3.
# C6H10OS

C6H10OS as an isolated structure in a non-equilibrium geometry (the ωB97M-V functional and the def2-TZVPD basis, the OMol25 dataset).

Structure (XYZ):
```
18
C6H10OS, DFT the ωB97M-V functional and the def2-TZVPD basis
S 0.255 2.056 -0.067
O 1.942 2.000 0.353
C 0.116 -0.454 1.150
C 0.032 0.167 -0.217
C -1.325 -0.449 1.813
C -1.114 -0.172 -1.159
C 0.913 -0.340 -1.306
C -0.289 -0.662 -2.080
H 1.525 0.462 -1.657
H -2.146 0.006 -1.009
H 1.572 -1.281 -1.180
H 2.381 2.765 0.020
H 0.513 -1.579 1.156
H -0.379 -1.280 -3.080
H 0.811 0.059 1.649
H -1.690 0.510 1.596
H -1.879 -1.081 1.221
H -1.238 -0.727 2.795
```

Summary:
- energy (eV) = -19263.4124

***

4.
# C6H10OS

One molecule with the formula C6H10OS in a non-equilibrium geometry (the ωB97M-V functional and the def2-TZVPD basis, the OMol25 dataset).

Structure (XYZ):
```
18
C6H10OS, DFT the ωB97M-V functional and the def2-TZVPD basis
S 1.090 1.181 -0.163
O -2.140 1.229 -0.655
C 0.079 -1.589 -0.454
C -1.454 0.132 -0.108
C 0.765 -0.576 0.485
C 1.776 -1.052 1.506
C -0.253 0.496 0.762
C -1.009 -0.878 -1.195
H -1.507 1.655 -1.300
H -0.536 -0.463 -2.082
H -2.169 -0.385 0.598
H 0.774 -2.107 -1.088
H 2.624 -1.533 1.012
H -1.706 -1.619 -1.561
H -0.534 0.955 1.757
H 1.385 -1.868 2.093
H -0.338 -2.328 0.266
H 2.256 -0.244 2.181
```

Summary:
- energy (eV) = -19266.1509

***

What are the lowest unoccupied orbital energy values for these records? In order: 0.5, 0.8, 0.5, 0.8 eV.
What are the energy relative to the best compared isomer or geometry (same formula, charge and spin) values for these records? In order: 142.4, 61.3, 83.4, 20.3 kcal per mole.